Record 1
Density functional theory data (the ωB97M-V functional and the def2-TZVPD basis) for C32H34N12S2Tl as an isolated structure.

Last column: Mulliken charge in e.
CARTESIAN COORDINATES (ANGSTROEM)
Tl: 0.0363 0.0814 -1.2302  1.697
N: 3.2533 -1.3473 -3.9462  -0.447
C: 2.5499 -0.8233 -2.9380  0.667
S: 1.0651 -0.0909 -3.4349  -0.429
N: 3.0183 -0.9551 -1.7241  -1.610
N: 2.3039 -0.3598 -0.7375  1.281
C: 2.8756 -0.2087 0.4406  0.148
C: 4.2113 -0.7110 0.8336  0.150
C: 4.3627 -1.4549 2.0247  -0.317
C: 5.6093 -1.9252 2.3385  -0.913
C: 6.7550 -1.5730 1.5939  -0.571
C: 6.5944 -0.8424 0.4268  -0.810
C: 5.3266 -0.3608 0.0626  -0.194
C: 1.9514 0.3664 1.4878  0.515
C: 2.3763 0.8401 2.7118  -0.435
C: 1.5435 1.3790 3.6418  -0.915
C: 0.2008 1.3103 3.4127  -1.116
C: -0.1982 0.7748 2.1781  -0.410
N: 0.6512 0.3702 1.2381  0.699
H: 2.8991 -1.4086 -4.8819  0.198
H: 4.0290 -1.9239 -3.6931  0.237
H: 3.5040 -1.7251 2.6435  0.470
H: 5.7892 -2.5535 3.1601  0.460
H: 7.6852 -1.9731 1.8893  0.456
H: 7.4847 -0.5692 -0.1929  0.338
H: 5.2789 0.1845 -0.8823  0.400
H: 3.4173 0.8123 2.9934  0.584
H: 1.8842 1.7274 4.6366  0.430
H: -0.5059 1.6680 4.1120  0.532
H: -1.2576 0.6612 1.8926  0.422
S: -2.3816 0.3643 -0.8517  -0.530
C: -2.4048 2.1325 -0.4935  0.000
N: -3.5804 2.7143 -0.3330  -0.616
N: -4.6520 1.9974 -0.3520  0.400
C: -6.0237 2.4612 -0.2645  0.824
C: -6.9261 1.4959 -0.6621  -0.534
C: -8.2891 1.7377 -0.5744  -0.707
C: -8.7318 3.0102 -0.2045  -0.426
C: -7.8036 3.9585 0.2111  -0.453
C: -6.4306 3.7057 0.1687  -0.344
N: -1.3251 2.9669 -0.4281  -0.402
N: -0.1628 2.5160 -0.5556  0.406
C: 0.8469 3.5440 -0.3645  0.048
C: 0.4506 4.8676 -0.3002  -0.449
C: 1.3940 5.8886 -0.1887  -0.574
C: 2.7537 5.6520 -0.2918  -0.598
C: 3.1502 4.3175 -0.2398  -0.840
C: 2.1972 3.2605 -0.3334  0.392
H: -4.6127 1.0328 -0.5959  0.126
H: -6.5994 0.5308 -1.0514  0.269
H: -9.0000 1.0145 -0.8445  0.396
H: -9.7942 3.3337 -0.2526  0.333
H: -8.1495 4.9340 0.5006  0.361
H: -5.8005 4.4387 0.5944  0.447
H: -0.5717 5.1574 -0.2514  0.448
H: 0.9978 6.9109 -0.1575  0.334
H: 3.4661 6.3987 -0.3576  0.492
H: 4.1837 4.1393 -0.3071  0.450
H: 2.5340 2.2450 -0.5862  0.208
C: 0.9053 -3.1417 -0.5345  -0.688
N: -0.3684 -2.4777 -0.7081  0.575
C: -1.1328 -3.0670 -1.8738  -0.749
N: -1.3409 -4.4699 -1.6765  0.036
C: -0.0333 -5.1096 -1.5149  -0.696
N: 0.7420 -4.5546 -0.3519  0.133
C: -0.0864 -4.8088 0.8529  -0.559
N: -1.3925 -4.1502 0.7224  0.077
C: -1.1721 -2.7184 0.5193  -0.656
C: -2.1067 -4.6601 -0.4565  -0.723
H: 1.3446 -2.7708 0.4128  0.072
H: 1.5249 -2.8995 -1.3705  0.157
H: -0.5865 -2.8935 -2.7635  0.429
H: -2.0905 -2.5345 -1.9286  0.165
H: 0.4880 -4.9324 -2.4621  0.342
H: -0.2353 -6.2027 -1.4087  0.327
H: 0.4048 -4.4494 1.8193  0.241
H: -0.2480 -5.8521 0.9488  0.396
H: -0.6398 -2.3476 1.3762  0.211
H: -2.1186 -2.1653 0.5061  0.217
H: -3.0650 -4.1721 -0.4674  0.327
H: -2.2220 -5.7179 -0.3312  0.383

Atomic forces in eV per Å
-0.3 0.1 0.9
0.4 -0.3 0.0
-0.4 -0.1 0.5
-0.5 0.4 -0.6
0.4 0.1 -0.2
1.4 0.3 1.4
-1.7 -0.6 -0.8
0.1 0.9 -0.1
-0.4 0.0 -0.8
1.3 0.7 -0.7
-2.0 -0.1 -0.6
0.6 0.8 -0.2
0.7 -0.9 -0.1
0.3 -0.2 0.2
2.3 0.0 0.0
-0.5 0.1 1.7
-0.5 -0.4 -1.6
-0.8 0.2 0.0
-0.7 -0.4 -0.1
-0.2 0.1 0.0
0.5 -0.2 0.0
0.2 0.1 -0.3
-0.2 -0.7 1.1
1.0 -0.2 0.2
-0.9 -0.3 0.6
-0.5 -0.1 0.5
0.3 0.0 -0.4
0.1 -0.1 -0.9
-0.7 0.2 0.5
0.5 0.2 0.3
0.4 0.4 0.2
-1.1 -0.7 -0.5
0.9 0.3 0.3
-1.1 0.9 0.1
1.6 -0.3 -0.3
-0.9 -0.6 0.0
0.5 1.6 0.1
-0.4 0.4 0.2
0.2 -0.3 -0.7
-1.2 -0.4 0.4
0.1 -0.3 0.3
0.0 0.4 0.0
-0.6 0.1 -0.5
0.9 1.1 0.9
-0.9 0.6 -0.8
-1.4 -2.4 0.9
-1.7 -0.2 -0.9
1.2 0.0 -0.5
0.4 -0.9 -0.2
0.1 0.2 0.2
-0.7 -1.0 -0.4
0.8 -0.7 0.2
0.0 0.2 0.2
1.0 0.5 0.0
-0.6 -0.1 -0.1
0.3 -0.4 0.0
1.2 1.5 0.0
1.1 -0.7 0.0
-0.1 0.4 0.5
0.0 -0.2 1.3
-1.3 1.3 -0.2
-0.2 0.5 1.4
-0.2 0.1 0.0
-0.1 -0.4 0.0
-0.6 -1.6 -0.4
0.4 1.6 0.4
-0.1 0.5 0.1
-0.3 -0.4 0.0
0.8 -0.2 0.7
0.1 0.1 -0.6
0.6 -0.1 -0.5
0.7 0.2 -1.0
0.1 -0.1 0.0
0.3 -0.1 0.3
0.5 0.8 0.2
-0.4 -0.3 -1.4
-0.1 -1.1 0.1
0.5 0.3 0.4
0.1 -0.3 -0.4
-0.5 0.2 -0.4
-0.4 -0.7 0.2

Summary:
total charge: +1
lowest unoccupied orbital energy (alpha / beta): -0.1224 / -0.1224 Eh
energy relative to the best compared isomer or geometry (same formula, charge and spin): 0.000 eV
2S+1: 1
Kohn-Sham gap (alpha / beta): 6.71 / 6.72 eV


Record 2
Density functional theory data (the ωB97M-V functional and the def2-TZVPD basis) for C32H35Br2KN3O5S4 as an isolated structure.

Last column: Mulliken charge in e.
CARTESIAN COORDINATES (ANGSTROEM)
K: 1.7509 0.4306 0.1446  0.919
C: 1.8558 -4.5921 1.1865  -1.166
C: 1.3209 -4.2517 2.5691  -0.946
S: 0.0066 -2.9953 2.5981  0.054
C: -1.1792 -3.7520 1.4463  0.832
C: -2.2559 -2.7423 1.0863  -1.547
S: -1.6557 -1.3481 0.0704  0.481
C: -2.2385 -1.8642 -1.5736  -0.766
C: -1.4727 -3.0164 -2.2095  -0.726
S: 0.2655 -2.5631 -2.5384  -0.047
C: 1.1316 -4.0899 -2.0386  -0.642
C: 2.4683 -3.8039 -1.3703  -1.191
S: 2.3433 -3.0663 0.2791  0.553
H: 1.1049 -5.1430 0.6163  0.386
H: 2.7358 -5.2329 1.2876  0.530
H: 2.1013 -3.8096 3.1917  0.344
H: 0.9565 -5.1540 3.0655  0.496
H: -1.6245 -4.6286 1.9264  0.502
H: -0.6428 -4.0590 0.5481  -0.968
H: -2.6681 -2.2975 1.9936  0.467
H: -3.0650 -3.2315 0.5400  0.441
H: -2.1289 -0.9630 -2.1832  -0.022
H: -3.3009 -2.1128 -1.5033  0.494
H: -1.9460 -3.2876 -3.1560  0.475
H: -1.4862 -3.8902 -1.5579  0.309
H: 1.2926 -4.6987 -2.9310  0.492
H: 0.4680 -4.6371 -1.3680  0.132
H: 3.0368 -3.0696 -1.9395  0.404
H: 3.0424 -4.7311 -1.2991  0.534
Br: 2.1937 -0.3606 4.2651  -0.133
C: 3.7040 -0.5430 3.1211  -0.190
C: 4.9379 -0.7471 3.7196  -0.552
C: 6.0211 -0.9418 2.8768  -0.451
C: 5.8232 -0.9101 1.5089  -0.749
C: 4.5410 -0.6952 1.0161  0.678
N: 3.4912 -0.5191 1.8246  0.414
C: 4.3374 -0.6230 -0.5098  0.153
O: 5.3322 -0.2602 -1.1527  -0.791
O: 3.1983 -0.9328 -0.9395  -0.675
H: 5.0340 -0.7541 4.7951  0.440
H: 7.0070 -1.1133 3.2921  0.389
H: 6.6324 -1.0338 0.8043  0.496
Br: -0.8381 5.9647 5.1885  -0.248
C: -1.0816 4.1613 4.5960  -0.059
C: -2.1215 3.4268 5.1405  -0.323
C: -2.3028 2.1190 4.7093  -0.764
C: -1.4598 1.5770 3.7505  -0.333
C: -0.4193 2.3308 3.2205  0.313
C: -0.2230 3.6372 3.6500  -0.228
C: 0.5062 1.7139 2.1617  0.607
O: 1.5490 2.3354 1.8925  -0.918
O: 0.1089 0.6379 1.6577  -0.558
H: -2.7695 3.8643 5.8875  0.398
H: -3.1070 1.5264 5.1297  0.400
H: -1.5786 0.5620 3.3917  0.516
H: 0.5984 4.2026 3.2307  0.542
C: -3.8560 1.9450 -3.1866  -1.110
N: -2.9152 2.4570 -2.2081  -0.014
N: -1.5706 2.2325 -2.5098  0.710
C: -0.8510 1.9642 -1.3160  0.413
O: 0.3606 1.8537 -1.2794  -0.816
C: -1.8675 1.9091 -0.2916  -0.180
C: -3.0597 2.1604 -0.8632  0.166
C: -4.4051 2.1364 -0.2306  -1.672
C: -0.9895 2.8753 -3.6212  0.030
C: 0.1657 2.3313 -4.1796  -0.459
C: 0.7858 2.9810 -5.2338  -0.725
C: 0.2515 4.1517 -5.7537  -0.424
C: -0.9124 4.6754 -5.2119  -0.701
C: -1.5327 4.0467 -4.1434  0.081
H: -3.5304 2.2462 -4.1795  0.443
H: -4.8351 2.3790 -2.9933  0.415
H: -3.9299 0.8511 -3.1547  0.209
H: -1.6568 1.6860 0.7393  0.226
H: -4.2922 1.8695 0.8174  0.365
H: -5.0579 1.4044 -0.7119  0.375
H: -4.8877 3.1137 -0.2952  0.352
H: 0.5716 1.4195 -3.7677  0.557
H: 1.6949 2.5665 -5.6496  0.393
H: 0.7428 4.6565 -6.5759  0.371
H: -1.3283 5.5939 -5.6069  0.368
H: -2.4266 4.4693 -3.7029  0.428

Atomic forces in eV per Å
0.2 0.4 -0.9
0.2 0.3 -0.3
-0.2 0.2 0.0
-0.1 -0.1 -0.1
0.2 0.0 0.2
0.2 0.2 -0.2
-0.2 -0.2 0.0
0.2 0.1 0.3
0.2 0.1 -0.2
-0.1 -0.1 0.2
-0.1 0.1 -0.2
0.0 0.2 0.2
-0.3 -0.8 0.3
0.0 -0.1 0.0
-0.1 -0.1 0.0
0.0 0.0 0.0
0.1 0.0 0.0
0.0 0.0 -0.1
0.0 0.0 0.0
-0.1 -0.1 0.0
-0.1 0.0 0.1
-0.1 0.0 0.0
0.0 0.0 -0.1
-0.1 -0.1 0.1
0.0 0.0 0.0
0.0 -0.1 0.1
0.0 0.0 0.0
0.1 0.0 0.0
0.0 0.0 -0.1
-0.1 0.0 0.0
0.1 -0.1 -0.1
0.0 0.0 0.0
-0.1 0.0 0.0
0.1 0.0 0.0
0.3 0.1 0.0
0.4 -0.2 0.5
0.3 -0.1 -0.4
0.0 -0.1 0.1
1.3 -0.7 -0.9
0.0 0.0 0.0
0.0 0.0 0.0
0.0 0.0 0.0
0.0 -0.1 0.0
0.0 0.2 0.1
0.0 0.0 0.0
0.0 0.0 0.0
0.0 0.0 0.0
0.0 -0.1 -0.1
0.0 0.0 0.0
-0.2 0.3 0.4
0.0 0.3 0.2
-1.6 0.1 1.5
0.0 0.0 0.0
0.0 0.0 0.0
0.0 0.0 0.0
0.0 0.0 0.0
0.0 -0.2 0.1
0.0 0.5 -0.1
0.2 -0.3 0.1
0.0 0.1 -0.3
-0.6 0.4 -0.5
-0.1 0.1 0.1
0.1 0.0 0.1
0.0 0.0 0.0
0.1 0.1 -0.1
-0.1 0.0 0.1
0.0 0.0 0.0
0.0 0.0 -0.1
0.0 0.0 0.0
0.0 0.0 0.0
0.0 0.0 0.0
0.0 0.0 0.0
0.0 0.0 0.0
0.0 -0.1 0.0
0.0 0.0 0.0
0.0 0.0 0.0
0.0 0.0 0.0
0.0 0.0 0.0
0.0 0.0 0.0
0.0 0.0 0.0
0.0 0.0 0.0
0.0 0.0 0.0

Summary:
total charge: -1
lowest unoccupied orbital energy: 0.0736 Eh
energy relative to the best compared isomer or geometry (same formula, charge and spin): 1.573 eV
2S+1: 1
Kohn-Sham gap: 7.40 eV


Record 3
Density functional theory data (the ωB97M-V functional and the def2-TZVPD basis) for a 2-piece molecular cluster, C32H35BrClN2O6 overall.

Last column: Mulliken charge in e.
CARTESIAN COORDINATES (ANGSTROEM)
C: 2.3054 -0.5382 0.0143  -0.942
C: 3.0171 -0.4734 -1.3878  -0.480
C: 1.9688 -0.1058 -2.5309  -0.474
Cl: 2.7885 0.1188 -4.1709  -0.168
N: 0.7544 -0.9039 -2.5375  0.673
C: -0.3464 -0.0430 -2.9970  -1.240
C: -1.8044 -0.6246 -2.7176  0.192
C: -2.8496 0.5325 -2.5048  -0.966
N: -4.2573 0.0788 -2.5236  -0.167
C: -4.6823 -0.4976 -1.2362  -0.519
C: -5.7774 -1.5878 -1.5679  0.574
C: -5.6574 -2.9571 -1.1009  -0.727
C: -6.6824 -3.9183 -1.4802  -0.428
C: -7.8126 -3.5507 -2.3180  -0.434
C: -7.9418 -2.1721 -2.7633  -0.323
C: -6.9221 -1.1947 -2.3897  0.243
O: -7.1117 0.1159 -2.8626  -0.558
C: 0.7933 -2.2339 -3.1325  0.507
O: -0.0701 -3.0960 -2.3325  -0.614
C: 0.1652 -2.3454 -4.6204  -0.048
O: -0.8450 -3.0587 -4.7896  -0.713
O: 0.6980 -1.7568 -5.6347  -0.752
C: 2.1662 -3.0316 -3.1693  -0.633
Br: 2.1494 -4.4984 -4.5202  -0.151
C: 2.3837 -3.7513 -1.7604  -0.183
C: 3.9195 -4.0813 -1.4808  -1.174
H: 1.3614 -1.1334 -0.0900  0.129
H: 2.9490 -1.0805 0.7485  0.330
H: 2.0232 0.4931 0.3404  0.256
H: 3.7181 0.4110 -1.3458  0.482
H: 3.6524 -1.3538 -1.6386  0.124
H: 1.7093 0.9547 -2.2581  0.586
H: -0.2873 0.2337 -4.0931  0.377
H: -0.3889 0.9566 -2.4696  0.369
H: -2.1175 -1.3965 -3.4597  0.336
H: -1.7121 -1.1416 -1.7145  -0.049
H: -2.6229 1.1588 -1.5904  0.254
H: -2.7252 1.2277 -3.3877  0.350
H: -4.8134 0.9049 -2.7568  0.210
H: -5.1639 0.2457 -0.5388  0.295
H: -3.8398 -0.9919 -0.6914  0.371
H: -4.8048 -3.2987 -0.4799  0.291
H: -6.5903 -4.9769 -1.1524  0.311
H: -8.5910 -4.2814 -2.6343  0.318
H: -8.7981 -1.8850 -3.4140  0.344
H: -7.6574 0.5999 -2.2184  0.324
H: -0.1546 -2.6089 -1.4954  0.511
H: 3.0902 -2.4496 -3.3579  0.479
H: 1.8454 -4.7297 -1.7805  0.613
H: 2.0454 -3.1039 -0.9076  0.009
H: 4.5943 -3.8706 -2.3442  0.283
H: 3.9838 -5.1653 -1.1944  0.319
H: 4.2412 -3.5165 -0.5582  0.279
C: -1.0179 3.9313 4.4416  -0.495
C: -0.7012 5.1082 5.1150  -0.441
C: 0.6187 5.3964 5.4284  -0.566
C: 1.6276 4.5030 5.0802  0.218
C: 1.3070 3.3121 4.4266  0.169
C: -0.0170 3.0347 4.0985  -0.553
C: 2.3656 2.3261 4.0920  0.563
O: 2.0879 1.2913 3.5201  -0.673
C: 3.7679 2.6239 4.4768  0.210
C: 4.7636 1.6854 4.2216  -0.539
C: 6.0793 1.9591 4.5651  -0.515
C: 6.4079 3.1758 5.1570  -0.437
C: 5.4184 4.1119 5.4183  -0.584
C: 4.0947 3.8353 5.0880  0.280
C: 3.0389 4.8296 5.4043  0.515
O: 3.3240 5.8915 5.9251  -0.677
H: -2.0488 3.7117 4.1892  0.402
H: -1.4860 5.8019 5.3933  0.393
H: 0.8613 6.3157 5.9478  0.457
H: -0.2684 2.1176 3.5792  0.508
H: 4.5136 0.7384 3.7581  0.517
H: 6.8522 1.2248 4.3700  0.400
H: 7.4374 3.3914 5.4183  0.391
H: 5.6777 5.0554 5.8833  0.459

Atomic forces in eV per Å
-0.2 -0.7 -0.8
0.1 0.8 -0.3
0.5 0.5 1.6
0.0 -0.1 0.7
1.2 1.5 -0.5
-2.6 0.7 -0.9
0.5 -0.1 1.5
0.7 0.3 -1.3
1.1 0.7 0.7
-1.5 -1.0 -0.3
-0.5 -0.3 -0.1
-2.2 0.4 -1.5
-0.2 1.1 -0.6
1.4 1.7 0.5
1.7 -0.7 1.1
-0.7 -2.5 0.6
0.2 -0.3 0.8
-0.9 -2.4 -1.4
0.3 1.2 0.2
-0.9 0.5 -3.7
0.3 0.1 1.6
0.5 0.0 2.9
0.4 0.0 2.0
0.2 0.6 0.5
1.1 -0.2 -0.5
-0.7 -0.2 0.7
0.8 0.6 0.2
-0.4 0.8 -0.4
0.4 -0.9 0.0
-0.5 -0.9 -0.2
-0.7 0.5 0.3
-0.2 -1.2 -0.4
0.2 -0.6 0.9
0.8 -1.1 -0.1
0.2 0.8 0.5
-0.2 0.3 -1.0
0.1 -0.7 -0.6
-0.2 -0.6 0.8
-0.1 -0.7 0.2
0.6 -0.4 -0.5
-0.6 0.5 -0.6
-0.6 0.5 -0.6
0.0 0.9 -0.2
0.9 0.6 0.4
0.9 -0.1 0.6
0.3 -0.3 -0.3
0.0 -0.3 -0.3
-0.9 -0.2 -0.4
0.1 1.2 0.2
0.0 -0.6 -1.0
-0.5 -0.2 0.7
0.2 0.9 -0.5
0.0 -0.4 -1.1
0.1 0.0 0.0
0.1 -0.1 0.0
-0.2 0.1 0.0
-0.2 -0.1 -0.1
-0.1 0.2 0.1
-0.2 0.0 0.0
-0.2 -0.6 -0.3
0.0 0.1 0.1
0.2 0.1 0.1
0.2 -0.1 0.0
-0.1 0.1 0.0
-0.1 0.0 0.0
0.2 -0.1 0.0
0.1 -0.1 -0.1
0.1 0.6 0.3
0.0 -0.1 0.0
0.1 0.0 0.0
0.0 0.0 0.0
0.1 -0.1 -0.1
0.2 0.0 0.0
-0.1 0.1 0.0
-0.1 0.0 0.0
-0.1 0.0 0.0
-0.2 0.0 0.0

Summary:
total charge: -1
lowest unoccupied orbital energy: 0.0044 Eh
2S+1: 1
Kohn-Sham gap: 3.99 eV


| no. | DFT total energy (a.u.) | maximum force (Eh/bohr) |
| --- | --- | --- |
| 1 | -2865.451228 | 0.058 |
| 2 | -9121.726904 | 0.043 |
| 3 | -4835.526356 | 0.075 |